No. 1
This record from the OMol25 dataset describes a structure of composition C31H26BaClN6O7S2Se2 at a distorted geometry. The level of theory is the ωB97M-V functional and the def2-TZVPD basis.

Properties
* 2S+1: 1
* electronic energy: -221417.37896 eV
* LUMO: 2.1 eV
* ΔE to the lowest compared entry with this formula, charge and spin: 0.4949 eV
* HOMO-LUMO gap: 6.8730 eV
* largest force on an atom: 0.0255 hartree/bohr
* highest occupied orbital energy: -4.743 eV
* charge: -1

CARTESIAN COORDINATES (ANGSTROEM)
Ba1 -0.12496 -1.65041 0.73540
S1 3.77407 -3.27799 -2.64918
C1 4.39867 -3.55323 -1.08020
C2 3.50384 -3.18363 -0.11988
C3 2.26340 -2.62174 -0.58475
C4 2.28529 -2.64752 -1.95957
C5 1.13590 -2.42626 -2.83456
C6 1.27018 -2.43116 -4.23241
C7 0.14872 -2.39379 -5.03534
C8 -1.10136 -2.33122 -4.44133
C9 -1.15263 -2.25602 -3.05818
N1 -0.08177 -2.29426 -2.26773
H1 5.37778 -3.99177 -0.95499
H2 3.72603 -3.35063 0.93002
H3 2.25818 -2.49461 -4.66918
H4 0.24888 -2.42032 -6.11442
H5 -2.01376 -2.31386 -5.02175
H6 -2.10352 -2.15349 -2.54867
O1 -0.12763 5.97662 2.39649
C10 -1.20132 5.23532 1.83063
C11 -0.69865 3.92148 1.30902
C12 -1.41963 3.23109 0.35067
C13 -0.97962 1.97690 -0.03190
N2 0.11208 1.39739 0.45996
C14 0.82321 2.06830 1.36987
C15 0.44915 3.33129 1.81499
C16 2.03998 1.40601 1.92656
C17 3.08104 2.15556 2.46436
C18 4.19457 1.51230 2.98557
C19 5.33531 2.30632 3.56836
O2 4.90491 3.37371 4.40023
C20 4.22417 0.12824 2.95193
C21 3.14988 -0.54478 2.39132
N3 2.08709 0.07022 1.89076
H7 -0.47471 6.81075 2.72165
H8 -1.67581 5.79030 1.01553
H9 -1.96750 5.02854 2.58716
H10 -2.33755 3.62635 -0.06550
H11 -1.54537 1.39719 -0.74965
H12 1.01803 3.84782 2.57294
H13 3.04226 3.23589 2.46645
H14 5.90987 2.77305 2.76657
H15 6.00971 1.63321 4.10724
H16 4.26004 3.02477 5.02459
H17 5.05934 -0.43071 3.35454
H18 3.13243 -1.62700 2.36083
Se1 -4.35624 0.59361 -0.80434
Se2 -4.28042 0.12422 -3.05859
C22 -2.61484 0.96569 -3.55305
C23 -2.41815 1.26731 -4.89996
C24 -1.20853 1.82307 -5.27035
C25 -0.25062 2.07068 -4.29691
C26 -0.55393 1.75393 -2.98596
N4 -1.71624 1.20945 -2.62038
C27 -4.11693 -1.15478 -0.01857
C28 -4.91127 -1.40885 1.09304
C29 -4.69667 -2.57903 1.79719
C30 -3.74323 -3.47157 1.34342
C31 -3.04597 -3.15572 0.19117
N5 -3.20257 -2.00442 -0.47434
H19 -3.19462 1.06991 -5.62780
H20 -1.01444 2.06333 -6.30848
H21 0.71251 2.49642 -4.54236
H22 0.16101 1.92740 -2.18851
H23 -5.63166 -0.67341 1.42073
H24 -5.26117 -2.78578 2.69745
H25 -3.51778 -4.38566 1.87386
H26 -2.29870 -3.84085 -0.19761
O3 -4.04955 1.47675 1.95846
S2 -2.87054 0.91123 2.67791
N6 -1.96967 -0.02204 2.00596
O4 0.76860 -2.63756 3.03225
Cl1 -0.03392 -3.84818 3.12032
O5 -1.10956 -3.66220 4.04068
O6 0.77358 -4.96334 3.48748
O7 -0.56667 -4.02387 1.77282

***

No. 2
This record from the OMol25 dataset describes a structure of composition C5H11NO3 at a distorted geometry. The level of theory is the ωB97M-V functional and the def2-TZVPD basis.

Properties
* 2S+1: 1
* electronic energy: -12993.89910 eV
* LUMO: 0.7 eV
* ΔE to the lowest compared entry with this formula, charge and spin: 2.9525 eV
* HOMO-LUMO gap: 9.4813 eV
* largest force on an atom: 0.0904 hartree/bohr
* highest occupied orbital energy: -8.783 eV

CARTESIAN COORDINATES (ANGSTROEM)
C1 -0.48093 0.44940 0.96155
C2 -0.89998 1.81948 0.46501
C3 1.29371 -0.13519 0.55806
N1 2.06861 0.98237 0.33618
O1 1.64623 -1.07667 1.22428
H1 1.62137 1.80741 -0.03366
H2 2.88616 1.02380 0.92986
H3 -0.18696 0.50907 2.01232
H4 -1.33048 -0.23357 1.01490
H5 -0.11715 2.57278 0.59861
H6 -1.16730 1.80346 -0.59495
H7 -1.77006 2.18807 1.01817
C4 -0.89436 -2.22622 -0.64482
C5 -0.57682 -0.86776 -1.18462
O2 0.94375 -0.74850 -1.26635
O3 -1.21366 -0.19448 -1.94925
H8 1.09944 -0.00352 -1.87459
H9 -0.21769 -2.49866 0.16342
H10 -1.92122 -2.22119 -0.27895
H11 -0.78267 -2.95008 -1.45519